3 unconnected molecules or ions with the total composition C4H8N2O2 at a distorted geometry, computed with ωB97M-V/def2-TZVPD.

Properties
Gap between HOMO and LUMO (alpha / beta) (eV): 6.4 / 9.5
HOMO energy (alpha / beta) (eV): -6.952 / -9.246
DFT total energy (Ha): -417.0314

ORCA input file:
```
! RIJCOSX wB97M-V def2-TZVPD def2/J DEFGRID3
* xyz 0 1
C 1.52 -2.32 0.37
C -0.20 0.60 1.69
C -1.36 1.52 -1.00
C 0.12 0.28 0.30
N -1.21 1.67 -2.30
O 1.75 -0.97 0.57
N 0.32 0.08 -0.84
O -2.18 1.96 -0.25
H -1.86 2.22 -2.84
H -0.49 1.13 -2.77
H 0.49 -2.64 0.63
H 2.20 -2.90 1.01
H 1.71 -2.64 -0.67
H -1.10 1.21 1.74
H -0.35 -0.33 2.23
H 0.65 1.12 2.13
*
```

A molecular structure, C29H20BrNO3PPbS5, computed with ωB97M-V/def2-TZVPD.

Properties
Gap between HOMO and LUMO (eV): 6.6
HOMO energy (eV): -4.687
DFT total energy (Ha): -6496.8603

ORCA input file:
```
! RIJCOSX wB97M-V def2-TZVPD def2/J DEFGRID3
* xyz -1 1
Pb -1.15 0.46 -1.24
O 2.43 0.91 1.81
N 2.42 -0.29 1.17
C 3.52 -0.90 1.12
C 3.61 -2.15 0.37
C 4.84 -2.80 0.36
C 5.03 -3.98 -0.34
C 3.98 -4.51 -1.06
C 2.75 -3.87 -1.08
C 2.52 -2.68 -0.38
P 0.84 -1.88 -0.35
C 0.00 -3.01 -1.57
C -0.93 -4.00 -1.28
C -1.54 -4.70 -2.31
C -1.25 -4.42 -3.63
C -0.34 -3.42 -3.93
C 0.28 -2.71 -2.91
C 0.20 -2.52 1.25
C -0.67 -1.71 1.99
C -1.22 -2.17 3.18
C -0.91 -3.43 3.65
C -0.04 -4.24 2.93
C 0.51 -3.79 1.73
H 1.79 1.44 1.30
H 4.41 -0.47 1.59
H 5.66 -2.37 0.93
H 5.99 -4.48 -0.33
H 4.10 -5.45 -1.59
H 1.95 -4.32 -1.65
H -1.18 -4.22 -0.25
H -2.27 -5.47 -2.07
H -1.75 -4.95 -4.43
H -0.11 -3.17 -4.97
H 1.00 -1.93 -3.14
H -0.92 -0.72 1.63
H -1.91 -1.53 3.73
H -1.33 -3.79 4.58
H 0.21 -5.23 3.29
H 1.18 -4.43 1.17
S -8.30 -0.25 0.95
C -6.70 -0.16 0.56
S -5.89 -1.33 -0.42
C -4.30 -0.57 -0.45
C -4.19 0.56 0.27
S -2.76 1.55 0.45
S -5.64 1.09 1.10
S -3.06 -1.35 -1.39
Br 3.88 4.42 0.01
C 3.94 2.74 -0.87
C 5.19 2.22 -1.19
C 5.27 0.98 -1.81
C 4.12 0.26 -2.09
C 2.88 0.80 -1.77
C 2.77 2.05 -1.16
C 1.37 2.62 -0.94
O 1.06 3.61 -1.58
O 0.63 1.97 -0.11
H 6.08 2.78 -0.95
H 6.25 0.57 -2.07
H 4.17 -0.72 -2.55
H 1.98 0.26 -1.99
*
```

Number 1: molecular weight 116.1 g mol⁻¹. Number 2: molecular weight 908.9 g mol⁻¹.